{"formula": "C14H56N22O14", "method": "wB97M-V/def2-TZVPD", "species": ["O", "H", "H", "O", "H", "H", "C", "O", "N", "N", "H", "H", "H", "H", "C", "O", "N", "N", "H", "H", "H", "H", "C", "O", "N", "N", "H", "H", "H", "H", "C", "O", "N", "N", "H", "H", "H", "H", "C", "O", "N", "N", "H", "H", "H", "H", "C", "O", "N", "N", "H", "H", "H", "H", "C", "O", "N", "N", "H", "H", "H", "H", "C", "O", "N", "N", "H", "H", "H", "H", "C", "O", "N", "N", "H", "H", "H", "H", "C", "O", "N", "N", "H", "H", "H", "H", "C", "O", "N", "N", "H", "H", "H", "H", "C", "C", "C", "O", "H", "H", "H", "H", "H", "H", "H", "H"], "coordinates": [[6.74330, -22.18887, -1.44842], [6.18792, -21.67366, -0.86332], [6.18277, -22.90798, -1.73987], [14.50732, -21.28454, 1.11132], [14.95904, -21.60685, 0.33138], [13.99884, -22.03402, 1.42108], [3.81725, -14.48700, 11.14579], [3.74702, -15.50636, 10.50448], [4.92109, -14.00324, 11.65751], [2.83643, -13.58765, 11.31300], [4.82306, -13.26415, 12.33885], [5.76466, -14.55686, 11.61281], [1.89858, -13.96022, 11.35450], [3.22413, -12.84092, 11.87174], [14.12839, -26.77975, 1.68875], [13.39731, -25.96055, 2.27670], [14.46817, -26.74959, 0.45993], [14.77359, -27.77150, 2.30135], [15.12606, -27.39707, 0.04998], [14.26986, -25.94823, -0.12195], [14.75335, -27.92072, 3.30005], [15.42634, -28.31179, 1.75170], [6.64822, -26.34558, 7.09896], [5.43698, -26.56478, 7.13553], [7.17352, -25.72325, 8.16004], [7.42982, -26.56378, 6.13155], [7.96417, -25.28935, 7.70539], [6.34247, -25.29017, 8.53671], [8.39969, -26.28701, 6.07809], [6.98502, -27.08831, 5.39187], [6.73267, -19.92722, 4.32607], [5.88204, -19.51658, 3.56274], [7.56108, -20.78242, 3.90676], [6.93785, -19.68546, 5.60409], [8.35217, -21.06125, 4.46936], [7.48947, -21.23676, 3.00757], [7.71283, -20.06068, 6.13202], [6.48730, -18.93331, 6.10548], [-0.75287, -18.50444, 4.77767], [-1.89977, -18.57254, 5.21265], [0.12127, -19.48575, 4.68171], [-0.33959, -17.38855, 4.19488], [-0.23542, -20.41705, 4.84159], [1.02077, -19.33475, 4.24789], [0.66288, -17.26601, 4.20710], [-0.87618, -16.53403, 4.23933], [7.22891, -29.09613, -1.17176], [6.86548, -29.20242, -0.02415], [7.99727, -28.15333, -1.55524], [6.80225, -29.84657, -2.07640], [8.31524, -27.57870, -0.78792], [8.41297, -28.01808, -2.46573], [6.20554, -30.64574, -1.91718], [7.18373, -29.87106, -3.01127], [13.14321, -21.99087, 8.67492], [11.94257, -22.19928, 8.47508], [14.04606, -22.90968, 8.82970], [13.49627, -20.89505, 9.24544], [15.04180, -22.74130, 8.81388], [13.82997, -23.86675, 8.59007], [14.44014, -20.65020, 9.50861], [12.81472, -20.17512, 9.43855], [9.51631, -13.14354, 0.09413], [8.93273, -12.27717, 0.77957], [9.92783, -12.88623, -1.08619], [9.67995, -14.40384, 0.35544], [9.53951, -12.01516, -1.41867], [10.14605, -13.65255, -1.70687], [10.37059, -14.96206, -0.12574], [9.35636, -14.75915, 1.24378], [11.23556, -13.18983, 8.43989], [10.60938, -14.18994, 8.56897], [11.72459, -12.66243, 9.58345], [11.32483, -12.55709, 7.37937], [11.59128, -13.26700, 10.38145], [12.29943, -11.83324, 9.53742], [11.12626, -13.15263, 6.58816], [12.08597, -11.89385, 7.34961], [2.10767, -25.15265, -0.30303], [2.64878, -25.01233, -1.31857], [0.79994, -25.17378, -0.09901], [2.62132, -25.17042, 0.83206], [0.44289, -25.04854, 0.83744], [0.22085, -25.00168, -0.90841], [3.62665, -25.16980, 0.92922], [2.00337, -25.24307, 1.62764], [3.57663, -11.43657, 4.50455], [2.59521, -11.40341, 5.17293], [4.63704, -12.19326, 4.81971], [3.83017, -10.75145, 3.43048], [5.38204, -12.23309, 4.13890], [4.68568, -12.70158, 5.69111], [3.24788, -9.95758, 3.20508], [4.79020, -10.81558, 3.12339], [4.82987, -17.27941, -4.54770], [3.67394, -17.25773, -3.54248], [3.84048, -16.19212, -2.58283], [2.45921, -16.97067, -4.30781], [5.44985, -18.15737, -4.36631], [5.55678, -16.46881, -4.49618], [4.49237, -17.36123, -5.58090], [3.40568, -18.22018, -3.10678], [4.84156, -16.38332, -2.19633], [3.12582, -16.29535, -1.76630], [3.87417, -15.21278, -3.06018], [1.76795, -16.97221, -3.64167]], "total_charge": 0, "relative_energy_kj_mol": 384.44, "homo_lumo_gap_ev": 9.296, "energy_ha": -2825.13466, "e_homo_ev": -9.21, "largest_force_ev_per_a": 9.0}